w:
Here is a cluster of 3 separate species, C3H12N2O3 in total from the OMol25 dataset. Energies are from wB97M-V/def2-TZVPD.

Each line ends with the Löwdin charge.
Positions of all 20 atoms, in Å:
C -1.609 1.332 1.003  -0.0636
C -1.439 0.315 -0.155  -0.2542
N -0.072 0.096 -0.544  0.0294
C 0.328 -0.671 -1.594  -0.5932
N -0.623 -1.694 -1.932  0.1367
O 1.409 -0.621 -2.139  0.0445
H -0.663 1.649 1.385  0.0518
H -2.152 0.929 1.881  0.0820
H -2.259 2.104 0.595  0.0713
H -1.824 -0.658 0.212  0.0975
H -2.132 0.374 -1.053  0.1339
H 0.652 0.763 -0.311  0.1252
H -0.100 -2.239 -2.615  0.0996
H -0.958 -2.107 -1.079  0.0775
O 1.311 0.051 2.559  -0.0536
H 0.661 -0.129 3.251  0.0409
H 0.719 0.022 1.793  -0.0111
O 3.056 0.347 -0.091  -0.0657
H 2.595 -0.496 -0.151  0.0162
H 3.100 0.632 -1.014  0.0348

total charge: 0
SMILES: CCNC(N)=O.O.O

***

x:
Here is a cluster of 3 separate species, C3H12N2O3 in total from the OMol25 dataset. Energies are from wB97M-V/def2-TZVPD.

Each line ends with the Löwdin charge.
Positions of all 20 atoms, in Å:
N 0.419 0.058 -2.277  -0.0318
C 1.601 0.355 -1.597  -0.2796
C 1.571 -0.041 -0.031  -0.1993
N 0.415 -0.800 0.398  0.0089
C 0.278 -0.838 1.747  -0.3569
O -0.784 -1.282 2.185  -0.0317
H -0.271 0.818 -2.515  0.1155
H 0.589 -0.399 -3.130  0.0506
H 1.820 1.473 -1.715  0.1166
H 2.497 -0.230 -2.071  0.1331
H 2.527 -0.711 0.077  0.1383
H 1.618 0.839 0.484  0.0561
H -0.440 -0.949 -0.247  0.1613
H 1.082 -0.569 2.468  0.1458
O -1.746 1.907 1.385  -0.0636
H -0.807 2.075 1.301  0.0173
H -1.967 2.081 2.328  0.0613
O -2.915 -1.405 -0.011  -0.0907
H -2.351 -1.783 0.633  -0.0365
H -3.137 -0.598 0.589  0.0853

total charge: 0
SMILES: NCCNC=O.O.O

***

In order of decreasing stability: w, x.